Entry 1:
Here is 5 unconnected molecules or ions with the total composition C37H74BrNO20S from OMol25. Energies are from ωB97M-V with the def2-TZVPD basis set.

Properties
ΔE to the lowest compared entry with this formula, charge and spin ... 203.4 kcal/mol
Orbital gap ... 0.3373 Ha
E_tot ... -5985.67410 Ha
Maximum force ... 0.51 eV Å⁻¹

```
134
C37H74BrNO20S ωB97M-V with the def2-TZVPD basis set
C 5.267 -1.147 3.942
C 4.525 -1.410 2.624
C 4.971 -0.512 1.464
C 3.991 -0.429 0.274
C 3.544 -1.843 -0.126
C 2.803 0.611 0.361
C 1.406 0.037 0.166
C 0.871 -0.756 1.365
C 0.339 -2.114 0.977
O -0.304 -2.318 -0.005
O 0.571 -3.104 1.862
O 2.954 1.506 -0.815
S 4.036 2.624 -0.573
O 5.322 2.208 -1.004
O 3.482 3.857 -0.996
O 4.008 2.522 1.021
C 2.889 1.757 1.454
C 1.647 2.632 1.527
C 1.874 3.884 2.357
O 2.589 4.773 2.084
Br 0.843 3.909 4.007
O 3.321 1.379 2.767
C 2.465 0.978 3.642
N 1.697 0.586 4.401
H 5.990 -1.933 4.155
H 4.552 -1.106 4.766
H 5.799 -0.193 3.915
H 4.667 -2.455 2.339
H 3.452 -1.314 2.803
H 5.908 -0.922 1.072
H 5.222 0.483 1.830
H 4.568 -0.071 -0.579
H 2.936 -2.343 0.627
H 3.008 -1.851 -1.076
H 4.445 -2.442 -0.277
H 0.730 0.864 -0.050
H 1.398 -0.581 -0.729
H 1.622 -0.878 2.138
H 0.021 -0.229 1.806
H 1.183 -2.816 2.557
H 1.407 2.968 0.514
H 0.792 2.081 1.915
C -4.697 3.664 0.317
O -4.483 2.756 1.371
C -5.669 2.332 2.018
C -5.579 0.892 2.466
O -5.645 -0.052 1.414
C -4.495 -0.242 0.608
C -3.369 -0.999 1.269
O -2.695 -0.194 2.228
C -2.197 -0.916 3.328
H -4.992 4.654 0.684
H -3.759 3.758 -0.227
H -5.469 3.302 -0.372
H -6.531 2.446 1.350
H -5.843 2.955 2.907
H -6.468 0.695 3.072
H -4.700 0.739 3.096
H -4.134 0.704 0.197
H -4.842 -0.855 -0.226
H -2.660 -1.306 0.490
H -3.767 -1.902 1.745
H -2.954 -1.569 3.776
H -1.866 -0.196 4.075
H -1.337 -1.534 3.040
C 5.226 4.783 -3.955
O 4.511 5.147 -5.115
C 4.448 4.131 -6.095
C 3.108 4.118 -6.793
O 2.045 3.620 -6.001
C 1.507 4.453 -4.990
C 0.627 5.571 -5.498
O 1.387 6.609 -6.088
C 0.746 7.244 -7.167
H 6.306 4.743 -4.137
H 5.023 5.535 -3.195
H 4.890 3.812 -3.577
H 4.621 3.148 -5.642
H 5.228 4.300 -6.851
H 3.189 3.411 -7.622
H 2.880 5.103 -7.208
H 2.284 4.846 -4.330
H 0.866 3.791 -4.403
H 0.065 5.973 -4.643
H -0.091 5.164 -6.220
H 0.384 6.515 -7.902
H 1.480 7.890 -7.646
H -0.100 7.857 -6.837
C 4.653 -5.701 8.263
O 3.480 -5.218 7.652
C 3.519 -3.840 7.336
C 2.763 -3.536 6.065
O 3.408 -3.969 4.876
C 3.436 -5.363 4.590
C 2.119 -5.976 4.172
O 1.233 -6.108 5.265
C -0.124 -5.943 4.920
H 4.752 -5.346 9.295
H 4.589 -6.788 8.272
H 5.547 -5.404 7.703
H 4.556 -3.500 7.227
H 3.055 -3.264 8.148
H 2.724 -2.447 5.975
H 1.737 -3.904 6.124
H 3.864 -5.925 5.423
H 4.115 -5.456 3.738
H 2.330 -6.967 3.748
H 1.662 -5.372 3.385
H -0.283 -5.018 4.352
H -0.689 -5.888 5.849
H -0.499 -6.784 4.326
C -4.334 -2.887 -6.181
O -5.057 -1.733 -5.824
C -6.254 -1.549 -6.556
C -7.337 -0.927 -5.707
O -7.898 -1.794 -4.740
C -7.151 -2.070 -3.569
C -7.105 -0.939 -2.569
O -6.238 0.102 -2.987
C -6.662 1.384 -2.593
H -3.857 -2.783 -7.162
H -3.560 -3.031 -5.429
H -4.980 -3.773 -6.197
H -6.613 -2.507 -6.951
H -6.063 -0.880 -7.407
H -8.166 -0.690 -6.379
H -6.986 0.007 -5.260
H -6.140 -2.411 -3.804
H -7.685 -2.894 -3.090
H -6.737 -1.344 -1.616
H -8.119 -0.555 -2.408
H -7.706 1.565 -2.875
H -6.029 2.108 -3.105
H -6.564 1.529 -1.510
```



Entry 2:
Here is 10 unconnected molecules or ions with the total composition C37H76Cl2N4O13PS at a distorted geometry from OMol25. Energies are from ωB97M-V with the def2-TZVPD basis set.

Properties
Orbital gap ... 0.2410 Ha
Net charge ... +1
E_tot ... -4312.12135 Ha
Maximum force ... 7.82 eV Å⁻¹

```
134
C37H76Cl2N4O13PS ωB97M-V with the def2-TZVPD basis set
N 4.916 2.953 0.550
C 5.020 1.490 0.175
C 3.780 1.172 -0.841
O 3.930 1.926 -2.092
C 3.653 -0.415 -1.192
C 2.148 -0.691 -1.707
C 1.825 -0.636 -3.300
N 0.837 -1.744 -3.504
P 1.704 -3.137 -4.192
O 0.597 -4.384 -4.611
Cl 2.409 -2.419 -6.071
C 0.277 -1.965 -2.147
N -0.999 -2.171 -1.802
C -1.399 -2.358 -0.375
C -2.396 -1.188 0.177
C -2.123 0.259 -0.449
C -0.958 1.132 0.220
S -0.347 0.574 1.870
O 0.383 -0.757 1.875
O 0.667 1.636 2.336
Cl -1.905 0.677 3.293
N 1.431 -1.896 -1.189
H 5.145 3.516 -0.300
H 3.909 3.149 0.709
H 6.027 1.309 -0.333
H 4.956 0.860 1.127
H 2.844 1.567 -0.292
H 4.173 1.306 -2.826
H 3.791 -1.055 -0.239
H 4.356 -0.743 -2.037
H 1.564 0.212 -1.315
H 2.851 -0.688 -3.800
H 1.315 0.374 -3.480
H 0.250 -4.115 -5.508
H -1.686 -2.215 -2.589
H -0.524 -2.566 0.334
H -2.044 -3.317 -0.361
H -2.465 -1.228 1.318
H -3.444 -1.510 -0.202
H -1.916 0.240 -1.587
H -3.105 0.863 -0.343
H -1.387 2.199 0.376
H -0.065 1.266 -0.488
H 2.015 -2.741 -1.317
C 0.899 5.728 -0.379
C 2.149 5.915 0.440
O 2.798 4.959 0.835
C 2.567 7.327 0.752
H 0.719 4.660 -0.526
H 0.043 6.158 0.146
H 1.020 6.201 -1.356
H 1.785 7.828 1.327
H 2.762 7.871 -0.175
H 3.483 7.310 1.348
C -3.574 -7.149 -1.031
C -3.119 -5.890 -1.718
O -3.266 -4.791 -1.199
C -2.473 -6.026 -3.070
H -4.020 -6.895 -0.066
H -4.325 -7.654 -1.642
H -2.721 -7.808 -0.860
H -3.175 -6.479 -3.773
H -1.571 -6.637 -2.990
H -2.195 -5.031 -3.439
C 0.300 -1.365 5.097
C 0.384 -2.619 5.926
O -0.443 -2.864 6.792
C 1.527 -3.558 5.646
H -0.572 -0.784 5.407
H 1.196 -0.759 5.246
H 0.191 -1.624 4.042
H 2.477 -3.048 5.821
H 1.472 -3.913 4.615
H 1.462 -4.417 6.317
C -4.024 -2.265 -6.104
C -3.920 -3.117 -4.867
O -2.850 -3.590 -4.509
C -5.184 -3.364 -4.088
H -3.038 -2.171 -6.564
H -4.703 -2.732 -6.821
H -4.384 -1.268 -5.839
H -5.913 -3.880 -4.716
H -5.594 -2.416 -3.734
H -4.959 -3.993 -3.223
C -4.010 4.814 -2.656
C -3.866 4.008 -1.395
O -2.784 3.551 -1.052
C -5.106 3.785 -0.570
H -3.038 4.893 -3.148
H -4.706 4.319 -3.335
H -4.365 5.819 -2.417
H -5.852 3.245 -1.158
H -5.509 4.744 -0.238
H -4.854 3.188 0.311
C 8.962 -1.604 -2.173
C 8.076 -1.374 -0.979
O 6.953 -0.906 -1.101
C 8.625 -1.743 0.373
H 8.437 -1.293 -3.080
H 9.876 -1.013 -2.077
H 9.207 -2.665 -2.257
H 9.524 -1.158 0.581
H 8.854 -2.811 0.402
H 7.879 -1.524 1.140
C 5.869 -3.419 8.738
C 5.182 -2.609 7.670
O 4.691 -3.142 6.686
C 5.125 -1.117 7.862
H 5.834 -4.477 8.468
H 6.913 -3.112 8.823
H 5.357 -3.284 9.693
H 6.137 -0.708 7.908
H 4.581 -0.880 8.779
H 4.602 -0.662 7.017
C -7.387 3.521 -5.743
C -6.279 2.642 -5.228
O -5.144 3.071 -5.077
C -6.623 1.212 -4.906
H -6.995 4.523 -5.933
H -7.779 3.116 -6.678
H -8.183 3.591 -4.999
H -6.982 0.704 -5.804
H -7.386 1.179 -4.125
H -5.729 0.697 -4.545
C -2.589 4.230 4.277
C -3.493 4.469 5.457
O -4.607 4.949 5.315
C -2.970 4.095 6.818
H -3.096 4.547 3.363
H -1.670 4.811 4.388
H -2.354 3.166 4.198
H -2.069 4.670 7.042
H -2.752 3.025 6.852
H -3.727 4.322 7.572
```



Entry 3:
Here is a molecular structure, C37H76InN4O7 at a distorted geometry from OMol25. Energies are from ωB97M-V with the def2-TZVPD basis set.

Properties
ΔE to the lowest compared entry with this formula, charge and spin ... 36.7 kcal/mol
Orbital gap ... 0.0868 Ha
Net charge ... +1
E_tot ... -2390.55510 Ha
Maximum force ... 3.85 eV Å⁻¹

```
125
C37H76InN4O7 ωB97M-V with the def2-TZVPD basis set
In -3.272 3.529 -0.194
C -0.481 2.043 1.145
O -0.171 1.599 2.259
O -1.114 1.493 0.238
O -0.570 3.294 1.173
C 3.318 -0.298 3.397
C 4.025 0.923 4.005
C 5.599 0.984 3.845
C 6.178 1.419 2.427
C 5.583 2.796 2.214
C 3.980 2.799 2.175
N 3.455 2.217 3.462
O 2.052 2.270 3.589
C 3.466 4.209 1.985
C 3.514 1.978 1.007
C 3.841 0.954 5.551
H 4.061 -0.815 2.790
H 2.510 0.041 2.749
H 2.860 -0.989 4.105
H 6.086 1.583 4.614
H 5.950 -0.026 4.060
H 5.944 0.850 1.527
H 7.266 1.381 2.477
H 5.965 3.217 1.284
H 5.984 3.443 2.994
H 2.382 4.115 1.916
H 3.697 4.969 2.731
H 3.665 4.715 1.041
H 4.012 2.365 0.118
H 3.705 0.905 0.961
H 2.441 2.041 0.824
H 4.390 1.748 6.057
H 4.271 0.101 6.075
H 2.801 1.081 5.850
H 1.771 1.593 2.969
C -6.220 -0.205 1.007
C -5.053 -1.123 1.120
C -5.534 -2.574 1.273
C -6.073 -3.271 0.003
C -4.891 -3.332 -1.002
C -4.307 -1.932 -1.320
N -4.191 -1.062 -0.082
O -3.641 0.218 -0.329
C -2.966 -2.204 -2.031
C -5.245 -1.323 -2.353
C -4.157 -0.812 2.393
H -7.166 -0.663 1.295
H -6.459 0.157 0.008
H -6.131 0.680 1.636
H -4.773 -3.193 1.748
H -6.333 -2.564 2.014
H -6.937 -2.740 -0.396
H -6.520 -4.245 0.204
H -5.062 -3.876 -1.930
H -4.079 -3.888 -0.533
H -2.272 -2.640 -1.312
H -3.110 -2.802 -2.931
H -2.435 -1.287 -2.287
H -4.789 -0.453 -2.826
H -5.526 -2.060 -3.105
H -6.247 -1.023 -2.045
H -4.765 -0.717 3.293
H -3.707 0.177 2.306
H -3.266 -1.439 2.365
H -2.811 0.162 0.150
C -0.288 -3.915 2.588
C 0.334 -3.716 1.158
C 0.010 -2.219 0.787
C 0.693 -1.830 -0.562
C 2.166 -1.991 -0.347
C 2.620 -3.417 0.007
N 1.865 -3.897 1.152
O 2.296 -5.097 1.751
C 2.475 -4.316 -1.270
C 4.063 -3.193 0.453
C -0.425 -4.684 0.180
H -0.021 -2.996 3.109
H 0.260 -4.723 3.073
H -1.370 -4.047 2.626
H -1.068 -2.066 0.755
H 0.368 -1.572 1.588
H 0.604 -0.756 -0.726
H 0.417 -2.340 -1.485
H 2.441 -1.296 0.446
H 2.797 -1.716 -1.193
H 2.515 -5.380 -1.037
H 1.697 -4.216 -2.027
H 3.374 -4.224 -1.879
H 4.258 -2.519 1.288
H 4.470 -4.149 0.784
H 4.688 -2.866 -0.378
H 0.006 -4.549 -0.812
H -1.481 -4.442 0.069
H -0.327 -5.677 0.620
H 2.690 -4.680 2.521
C -1.484 2.160 -5.340
C -1.478 2.096 -3.773
C -0.470 0.996 -3.212
C 0.911 1.594 -3.213
C 0.922 2.906 -2.351
C -0.009 4.048 -2.899
N -1.354 3.407 -3.032
O -2.335 4.291 -3.311
C -0.044 5.212 -1.854
C 0.694 4.627 -4.179
C -2.844 1.470 -3.361
H -2.320 2.691 -5.796
H -1.489 1.144 -5.735
H -0.605 2.595 -5.814
H -0.704 0.638 -2.209
H -0.275 0.134 -3.850
H 1.136 1.847 -4.249
H 1.588 0.836 -2.817
H 1.923 3.327 -2.446
H 0.826 2.579 -1.316
H -0.632 6.060 -2.207
H -0.491 4.682 -1.013
H 0.956 5.516 -1.545
H 0.755 5.709 -4.069
H 1.737 4.317 -4.252
H 0.121 4.481 -5.094
H -3.606 2.205 -3.623
H -2.925 1.304 -2.287
H -3.022 0.565 -3.940
H -2.104 4.556 -4.204
```